{
  "formula": "C27H24AsCl2O3RuS",
  "method": "ωB97M-V with the def2-TZVPD basis set",
  "charge": 0,
  "gap_ev": [6.19, 6.74],
  "e_above_lowest_kcal_mol": 19.40,
  "spin_multiplicity": 2,
  "homo_ev": [-7.707, -7.903],
  "elements": ["Ru", "S", "C", "C", "C", "C", "C", "C", "As", "C", "C", "C", "C", "C", "C", "C", "C", "C", "C", "C", "C", "H", "H", "H", "H", "H", "H", "H", "H", "H", "H", "H", "H", "H", "H", "O", "C", "O", "C", "C", "C", "C", "C", "C", "H", "H", "H", "H", "H", "C", "O", "H", "H", "H", "Cl", "C", "Cl", "H", "H"],
  "coordinates": [[0.51326, 0.60605, -0.42219], [1.05824, 0.29077, 1.83557], [0.18945, -1.08684, 2.52606], [0.17048, -1.17940, 3.92316], [-0.52907, -2.19301, 4.55087], [-1.23164, -3.13200, 3.80171], [-1.20155, -3.06201, 2.42055], [-0.48726, -2.05031, 1.77833], [-0.34979, -1.89046, -0.13419], [-1.58519, -0.37657, -0.35973], [-2.11966, 0.34019, 0.73414], [-2.95469, 1.41899, 0.52606], [-3.27569, 1.80853, -0.76826], [-2.79294, 1.10299, -1.86250], [-1.95257, 0.02547, -1.66691], [-1.48853, -3.35611, -0.69695], [-0.88625, -4.58018, -0.97131], [-1.66092, -5.66829, -1.34882], [-3.03662, -5.53035, -1.46729], [-3.63766, -4.30688, -1.20401], [-2.86659, -3.21731, -0.82062], [0.70780, -0.44019, 4.50407], [-0.53052, -2.24983, 5.63225], [-1.79969, -3.91127, 4.29313], [-1.73744, -3.79830, 1.83493], [-1.88183, 0.03442, 1.74268], [-3.33689, 1.97376, 1.37214], [-3.90356, 2.67631, -0.92393], [-3.04979, 1.41336, -2.86658], [-1.57364, -0.53084, -2.51168], [0.18861, -4.68615, -0.88395], [-1.19059, -6.62042, -1.55775], [-3.64139, -6.37660, -1.76718], [-4.71073, -4.19811, -1.29703], [-3.34304, -2.26908, -0.60634], [-0.93575, 4.40533, -0.18457], [-0.01322, 3.62463, -0.26462], [-0.24074, 2.36476, -0.60931], [1.39436, 4.08855, -0.03978], [2.43603, 3.18969, 0.09764], [3.73397, 3.61789, 0.32678], [3.99359, 4.97868, 0.40154], [2.95488, 5.89306, 0.25861], [1.65913, 5.45179, 0.04627], [2.18602, 2.13982, 0.03972], [4.53505, 2.90332, 0.46071], [5.00350, 5.32895, 0.57254], [3.16021, 6.95381, 0.32064], [0.83284, 6.14276, -0.05192], [0.91477, 0.81478, -3.22365], [0.76830, -0.14262, -2.19824], [0.04604, 1.48008, -3.30190], [1.02846, 0.29194, -4.17790], [1.80261, 1.44636, -3.08353], [6.22757, -0.97958, -0.98718], [4.96289, 0.14456, -0.47802], [3.34484, -0.48167, -0.82929], [5.08709, 1.07063, -1.02534], [5.04549, 0.29213, 0.59238]],
  "mulliken_charge": [0.52, -0.45, 0.70, -0.74, -0.61, -0.77, -0.36, 0.06, 1.35, -0.97, 0.52, -0.97, -0.27, -0.90, 0.31, -0.46, -0.37, -0.66, -0.40, -0.79, 0.26, 0.46, 0.36, 0.40, 0.36, 0.45, 0.42, 0.39, 0.42, 0.54, 0.40, 0.40, 0.39, 0.40, 0.43, -0.64, 0.23, -0.25, 0.10, 0.89, -0.74, -0.47, -0.52, -0.59, 0.03, 0.36, 0.40, 0.39, 0.48, -0.73, -0.56, 0.26, 0.25, 0.22, -0.18, -0.31, 0.05, 0.22, 0.30]
}

{
  "formula": "C27H24Cl2N5O2PdSi",
  "method": "ωB97M-V with the def2-TZVPD basis set",
  "charge": -1,
  "gap_ev": [7.34, 6.24],
  "e_above_lowest_kcal_mol": 9.81,
  "spin_multiplicity": 3,
  "homo_ev": [-4.575, -4.584],
  "elements": ["Pd", "Cl", "C", "C", "C", "N", "C", "O", "C", "C", "C", "C", "C", "N", "C", "C", "C", "Cl", "N", "C", "O", "C", "C", "C", "C", "C", "N", "H", "H", "H", "H", "H", "H", "H", "H", "H", "H", "C", "Si", "C", "C", "N", "C", "C", "C", "C", "C", "C", "H", "H", "H", "H", "H", "H", "H", "H", "H", "H", "H", "H", "H", "H"],
  "coordinates": [[-0.63605, -0.04310, 0.40018], [1.36483, 6.39006, 2.19320], [1.05569, 4.68015, 2.22804], [0.16429, 4.14351, 1.31204], [-0.11710, 2.77628, 1.32040], [-0.99724, 2.13110, 0.48127], [-1.54439, 2.65415, -0.61991], [-1.24772, 3.69174, -1.21731], [-2.77481, 1.86958, -1.03894], [-3.65386, 2.42530, -1.96034], [-4.88560, 1.82498, -2.15696], [-5.19469, 0.68833, -1.42485], [-4.23667, 0.18060, -0.56069], [-3.04835, 0.74210, -0.37901], [0.47906, 1.95452, 2.30537], [1.38471, 2.51055, 3.19853], [1.68718, 3.86361, 3.15371], [2.87902, 4.49636, 4.24894], [0.13201, 0.59788, 2.38476], [1.03484, -0.34815, 2.02096], [0.97925, -1.54336, 2.32890], [2.19334, 0.20434, 1.19447], [3.52443, 0.15171, 1.57034], [4.45109, 0.82788, 0.79355], [4.01820, 1.53335, -0.31818], [2.66721, 1.51245, -0.62784], [1.77912, 0.85890, 0.10604], [-0.29610, 4.77162, 0.56558], [-3.34681, 3.32086, -2.48206], [-5.60175, 2.24685, -2.85097], [-6.15272, 0.19726, -1.53225], [-4.43682, -0.71706, 0.01480], [1.86341, 1.87245, 3.92974], [3.80717, -0.39933, 2.45731], [5.50040, 0.81770, 1.06151], [4.71371, 2.08354, -0.93734], [2.27336, 2.04822, -1.48504], [-2.91060, -2.46457, -1.70647], [-1.57492, -2.61657, -0.36003], [-2.20014, -2.15876, 1.38946], [-1.27870, -4.49667, -0.27044], [-0.29795, -1.63455, -0.93795], [1.03170, -1.94391, -1.14215], [1.73903, -1.28560, -2.16643], [3.05800, -1.58812, -2.44446], [3.72477, -2.56809, -1.71887], [3.03752, -3.24863, -0.72276], [1.71741, -2.94969, -0.43700], [-3.88418, -2.82436, -1.35733], [-2.61809, -3.07359, -2.56552], [-3.01801, -1.43883, -2.05334], [-2.98280, -2.83938, 1.73537], [-2.59454, -1.13832, 1.45455], [-1.36239, -2.23243, 2.08711], [-2.21139, -5.03320, -0.46127], [-0.90479, -4.80644, 0.70811], [-0.55307, -4.81309, -1.02441], [1.21055, -0.52865, -2.73391], [3.57926, -1.04482, -3.22514], [4.75941, -2.80534, -1.93492], [3.54901, -4.01500, -0.15119], [1.20323, -3.46832, 0.36101]],
  "mulliken_charge": [-0.36, -0.25, 0.25, -0.88, 0.49, -0.05, 0.18, -0.81, 0.55, -0.66, -0.34, -0.75, -0.32, 0.24, 0.17, -0.29, -0.02, -0.25, -0.86, 0.09, -0.69, 1.36, -0.86, -0.59, -0.91, -0.55, 0.70, 0.53, 0.45, 0.39, 0.41, 0.43, 0.50, 0.50, 0.45, 0.46, 0.46, -1.23, 0.52, -1.12, -1.40, -0.58, 0.37, -0.22, -0.51, -0.47, -0.83, 0.19, 0.33, 0.40, 0.33, 0.48, 0.32, 0.34, 0.43, 0.33, 0.38, 0.41, 0.38, 0.39, 0.34, 0.25]
}

{
  "formula": "C27H24Cl3NO5PdSSi2",
  "method": "ωB97M-V with the def2-TZVPD basis set",
  "charge": 0,
  "gap_ev": [4.83, 5.00],
  "e_above_lowest_kcal_mol": 220.40,
  "homo_ev": [-8.654, -8.646],
  "elements": ["Pd", "C", "C", "C", "C", "C", "C", "C", "S", "O", "O", "N", "C", "C", "O", "O", "H", "H", "H", "H", "H", "H", "H", "H", "H", "Cl", "Si", "Cl", "Cl", "O", "Si", "C", "C", "C", "C", "C", "C", "C", "C", "C", "C", "C", "C", "C", "C", "C", "C", "C", "C", "H", "H", "H", "H", "H", "H", "H", "H", "H", "H", "H", "H", "H", "H", "H"],
  "coordinates": [[-0.11257, 0.03516, -0.14903], [-0.61795, -2.40684, -7.82723], [-1.13429, -2.16079, -6.41307], [-1.14345, -3.52828, -4.08558], [-2.09821, -2.86757, -3.19760], [-2.05689, -1.55945, -2.92947], [-1.26087, -0.61838, -3.71094], [-0.58156, -0.86227, -5.76629], [-2.49831, -0.99992, -1.29669], [-2.15454, 0.41900, -1.19035], [-3.82783, -1.38079, -0.92815], [-1.34246, -1.73942, -0.43685], [-1.52253, -2.81283, 0.37323], [-1.34178, -2.22900, 2.07584], [-1.99000, -2.92008, 2.79370], [-0.58400, -1.29313, 2.09156], [-1.07117, -3.30980, -8.22954], [0.46477, -2.52900, -7.81690], [-0.87320, -1.57527, -8.48005], [-1.00741, -4.56349, -3.79584], [-2.69810, -3.51155, -2.57040], [-1.03796, 0.25160, -3.09640], [0.03150, -0.26477, -6.43879], [-0.68173, -3.50715, 0.39325], [-2.50323, -3.28718, 0.32623], [0.25542, 3.63788, 0.85150], [-0.28144, 1.76425, 1.53272], [0.37969, 1.70997, 3.45065], [1.95701, 0.68887, 0.59550], [1.26752, -0.83296, -1.94231], [1.47794, -0.43284, -3.42232], [-0.00916, -1.25032, -4.39576], [-1.79083, -0.18292, -5.10658], [-2.97904, -0.93811, -5.59828], [-2.62792, -1.98618, -6.32720], [-0.66383, -3.29786, -5.50775], [0.13605, -2.75063, -4.37413], [3.15687, -0.78642, -4.21533], [4.30882, -0.48772, -3.50074], [5.55714, -0.64971, -4.07363], [5.66355, -1.11626, -5.37275], [4.52139, -1.41776, -6.09372], [3.27567, -1.26069, -5.51354], [1.15882, 1.43750, -3.81327], [1.46474, 2.01006, -5.03846], [1.18116, 3.34646, -5.26840], [0.58019, 4.10999, -4.28269], [0.29158, 3.54899, -3.05033], [0.58693, 2.21415, -2.82046], [-1.88041, 0.89778, -5.20655], [-3.98207, -0.65737, -5.33388], [-3.28991, -2.71106, -6.76765], [-0.36047, -4.20654, -6.01249], [1.07505, -3.16803, -4.04384], [4.22205, -0.12586, -2.48901], [6.44758, -0.41430, -3.50855], [6.63561, -1.24274, -5.82636], [4.60033, -1.78039, -7.10819], [2.38844, -1.51436, -6.07377], [1.92881, 1.41465, -5.81083], [1.42872, 3.78506, -6.22341], [0.32681, 5.14043, -4.48295], [-0.16057, 4.14407, -2.27174], [0.36643, 1.78194, -1.83699]],
  "mulliken_charge": [0.98, -1.88, 2.19, -0.61, -1.55, -0.02, -0.43, -0.85, 1.74, -0.69, -0.75, -0.10, -0.74, 0.64, -0.45, -0.46, 0.44, 0.40, 0.44, 0.47, 0.57, 0.60, 0.36, 0.42, 0.36, -0.19, 0.34, -0.15, -0.33, -1.08, -0.55, 2.26, -0.58, -0.88, -1.26, -1.01, -0.79, 0.32, -0.62, -0.60, -0.48, -0.68, 0.14, 0.62, -0.14, -0.82, -0.60, -0.80, 0.71, 0.56, 0.47, 0.42, 0.50, 0.67, 0.41, 0.40, 0.37, 0.41, 0.31, 0.51, 0.40, 0.38, 0.37, -0.10]
}

{
  "formula": "C27H24ClFIrN2O7S2",
  "method": "ωB97M-V with the def2-TZVPD basis set",
  "charge": 0,
  "gap_ev": [2.95, 3.20],
  "e_above_lowest_kcal_mol": 113.73,
  "spin_multiplicity": 2,
  "homo_ev": [-5.846, -6.078],
  "elements": ["Ir", "O", "N", "C", "C", "C", "C", "C", "S", "H", "H", "H", "H", "C", "C", "C", "C", "C", "C", "C", "F", "C", "C", "C", "O", "C", "C", "N", "C", "C", "O", "O", "H", "H", "H", "H", "H", "H", "H", "H", "H", "H", "H", "C", "S", "O", "O", "O", "H", "H", "H", "Cl", "C", "C", "C", "C", "C", "C", "C", "H", "H", "H", "H", "H", "H"],
  "coordinates": [[0.85084, -1.30799, -1.13826], [0.70118, -2.07013, -2.97083], [1.74758, -1.93719, -3.84131], [1.69171, -0.86176, -4.67735], [2.66774, -0.62365, -5.57734], [3.75667, -1.53386, -5.62641], [3.76982, -2.63113, -4.83188], [2.70838, -2.93786, -3.91301], [2.60916, -4.34851, -3.05818], [0.81071, -0.25140, -4.55192], [2.60188, 0.23752, -6.22553], [4.57334, -1.36305, -6.31723], [4.57256, -3.35185, -4.87061], [-2.16079, 2.22428, 4.70128], [-2.86431, 0.92660, 4.32891], [-3.20157, 0.04685, 5.52409], [-1.93473, -0.49372, 6.17366], [-1.11760, -1.23468, 5.14777], [-0.26713, -2.25417, 5.50074], [0.46946, -2.93527, 4.53113], [1.29418, -3.90925, 4.94137], [0.36723, -2.64671, 3.20421], [-0.49178, -1.60346, 2.82057], [-0.59158, -1.24131, 1.42039], [-0.06052, -2.01530, 0.55299], [-1.29941, -0.08290, 1.10258], [-2.01751, 0.53820, 2.09167], [-2.03025, 0.15565, 3.36800], [-1.22255, -0.89392, 3.78298], [-1.35358, 0.53590, -0.26522], [-2.25014, 1.31906, -0.49569], [-0.36308, 0.28872, -1.07940], [-2.73089, 2.75319, 5.46576], [-2.06717, 2.87937, 3.83446], [-1.15802, 2.03325, 5.08653], [-3.78694, 1.15056, 3.79500], [-3.82168, -0.78735, 5.18703], [-3.79314, 0.62799, 6.23058], [-2.17856, -1.15980, 7.00090], [-1.34623, 0.32502, 6.59618], [-0.15882, -2.54607, 6.53883], [0.92010, -3.19502, 2.45360], [-2.63708, 1.38691, 1.82775], [3.79408, -0.63467, 0.85938], [3.53988, -1.36361, -0.72675], [2.48421, -2.42475, -0.50382], [4.79087, -1.83315, -1.19986], [2.83398, -0.34585, -1.56723], [4.01246, -1.43864, 1.55964], [2.89224, -0.09611, 1.15028], [4.64218, 0.04269, 0.78022], [-0.23677, 6.28144, -4.48858], [-0.74608, 4.64578, -4.19228], [-2.05777, 4.39383, -3.80348], [-2.45577, 3.09564, -3.57427], [-1.57054, 1.99794, -3.73342], [-2.03989, 0.69629, -3.49442], [-0.24131, 2.30724, -4.10288], [0.16438, 3.60656, -4.33159], [-2.74826, 5.21754, -3.67978], [-3.47016, 2.89812, -3.24965], [-1.43081, -0.19323, -3.56451], [-3.04925, 0.59163, -3.11901], [0.49746, 1.52009, -4.17761], [1.18740, 3.82348, -4.60920]],
  "mulliken_charge": [1.86, -0.67, 0.38, 0.06, -0.73, -0.19, -0.72, 0.02, -0.33, 0.27, 0.44, 0.36, 0.42, -1.35, -0.26, -1.06, -1.04, 0.97, -0.71, 0.10, -0.35, -1.11, 0.34, 1.43, -0.92, -0.20, -0.37, 0.15, -0.52, 0.43, -0.68, -0.94, 0.39, 0.41, 0.37, 0.48, 0.37, 0.42, 0.46, 0.34, 0.52, 0.75, 0.66, -0.94, 1.27, -0.65, -0.59, -0.76, 0.34, 0.18, 0.37, -0.19, 0.53, -0.80, -0.47, 1.24, -0.97, 0.13, -1.03, 0.41, 0.36, 0.35, 0.26, 0.26, 0.43]
}